a.
{
  "formula": "C4H14NO3",
  "method": "ωB97M-V/def2-TZVPD",
  "homo_lumo_gap_ev": [3.59, 7.74],
  "spin_multiplicity": 2,
  "species": ["H", "H", "O", "H", "C", "H", "H", "O", "O", "H", "H", "H", "C", "H", "H", "N", "C", "H", "H", "H", "C", "H"],
  "coordinates": [[-0.6919, 1.3869, 0.4576], [-0.7695, -2.5427, 0.6583], [-0.8581, 1.0764, -1.9283], [-1.0828, 0.8827, -2.8846], [0.4083, 1.5425, 0.6520], [2.2558, 0.8056, 1.3326], [0.9693, -0.4329, 1.3783], [1.2265, -2.7889, 0.3862], [-2.4767, -0.2265, 1.4277], [2.1577, -1.1666, -0.3904], [-2.6155, 0.5932, 0.9529], [-0.7309, -0.4291, -0.8359], [0.2395, -1.0599, -0.8251], [0.4433, 2.2884, -0.1718], [0.4748, 1.9062, 1.6799], [1.5427, -0.3757, -0.4440], [1.3932, 0.4256, 0.7756], [1.9526, 0.2257, -1.1979], [0.3361, -1.5076, -1.9132], [-2.8172, 0.1992, 2.3528], [0.1951, -2.2389, 0.1220], [-1.5524, 1.4365, -1.5848]]
}

***

b.
{
  "formula": "C4H14NO3",
  "method": "ωB97M-V/def2-TZVPD",
  "homo_lumo_gap_ev": [3.62, 8.03],
  "spin_multiplicity": 2,
  "species": ["H", "N", "H", "H", "O", "C", "H", "O", "H", "H", "C", "O", "H", "H", "H", "H", "H", "C", "H", "H", "C", "H"],
  "coordinates": [[-0.2838, 0.5450, -0.3038], [-0.6918, -0.2822, 0.0349], [-0.0262, -2.7915, 1.3924], [-0.4010, -1.8051, -1.3490], [-0.3449, 2.3467, -1.2092], [0.7355, -2.0889, 0.7165], [-0.7158, 2.0971, 3.0724], [1.5879, 0.5545, -1.0568], [-0.4377, -0.2774, 1.0549], [1.4768, -2.8714, 0.7895], [-2.1853, -0.6152, -0.3579], [-0.1936, 1.1768, 2.9392], [1.4139, -1.2966, 1.3340], [-0.9621, 2.9497, -1.5896], [-2.8169, 0.2096, -0.3199], [-2.5162, -1.3641, 0.2630], [0.5235, 1.7392, 2.6537], [0.2611, -1.3196, -0.4522], [-2.3277, -0.9800, -1.4999], [1.9099, -1.3157, -1.7230], [1.4026, -0.6091, -1.1504], [0.3268, 2.3097, -1.9410]]
}

***

Q: Which of them is the least stable? A: b.